Here is a structure of composition C6H42MnO21 at a distorted geometry from the Open Molecules 2025 dataset. Energies are from the ωB97M-V functional and the def2-TZVPD basis.

Structure (XYZ):
```
70
Properties=species:S:1:pos:R:3:mulliken_spin:R:1
Mn 3.95 -13.88 3.48 2.97
O -1.42 -22.86 8.82 0.00
O -3.10 -14.11 5.72 0.00
O 7.86 -14.81 2.98 0.00
O -3.78 -14.50 -2.62 0.00
O 5.59 -12.87 3.58 0.02
O -6.02 -18.28 5.42 0.00
O -1.49 -14.31 -0.71 0.00
O 4.99 -16.15 2.04 0.01
O 3.75 -15.49 4.51 0.02
O -0.96 -19.09 7.03 0.00
O -6.83 -19.68 8.71 0.00
O -2.26 -16.63 4.71 0.00
O -3.74 -18.08 9.68 0.00
O 0.49 -17.85 1.79 0.00
O 1.50 -13.09 -0.23 0.00
O -4.37 -16.97 7.20 0.00
O 1.58 -9.35 5.53 0.00
O 2.12 -13.29 5.04 0.01
O -1.60 -15.87 7.82 0.00
O 2.16 -10.41 3.25 0.00
O 3.18 -12.48 2.28 -0.04
C -1.58 -21.80 8.21 0.00
C 3.74 -16.76 4.02 0.02
C 5.45 -11.74 2.64 0.01
C 0.42 -17.46 2.98 0.00
C 5.00 -17.05 3.18 -0.02
C 4.28 -11.84 1.67 -0.01
H -2.98 -18.50 9.29 0.00
H 2.35 -11.33 2.86 0.01
H 3.67 -17.47 4.85 0.00
H 1.68 -12.72 5.63 0.00
H 4.16 -16.26 1.59 0.00
H 2.62 -13.95 5.45 0.00
H -3.54 -14.87 6.03 0.00
H 7.20 -14.18 3.37 0.00
H 1.19 -10.29 3.37 0.00
H -5.96 -19.21 8.85 0.00
H 3.96 -10.86 1.29 0.00
H 1.11 -17.93 3.74 0.00
H -1.86 -15.76 4.64 0.00
H -2.56 -16.07 7.91 0.00
H -4.43 -13.87 -2.24 0.00
H -4.68 -16.14 7.61 0.00
H 6.34 -11.55 2.05 0.00
H 4.53 -12.40 0.72 0.00
H 1.83 -8.76 4.80 0.00
H 5.91 -16.86 3.75 0.00
H 5.42 -10.81 3.20 -0.01
H -1.22 -18.81 6.16 0.00
H -0.48 -16.89 3.21 0.00
H -2.53 -21.46 7.70 0.00
H 1.66 -10.24 5.11 0.00
H 2.83 -17.01 3.42 0.00
H -2.61 -13.70 6.49 0.00
H -0.95 -18.18 7.44 0.00
H 1.73 -12.54 0.59 0.00
H -1.39 -15.24 8.50 0.00
H 5.11 -18.06 2.75 0.00
H -5.93 -19.01 6.04 0.00
H -3.03 -14.43 -2.02 0.00
H -1.36 -15.14 -1.21 0.00
H -5.42 -17.55 5.79 0.00
H 7.36 -15.39 2.37 0.00
H -0.76 -21.14 8.24 0.00
H 2.31 -13.54 -0.46 0.00
H -2.90 -16.57 5.48 0.00
H -0.57 -13.91 -0.66 0.00
H -4.10 -17.66 8.80 0.00
H -7.10 -19.11 7.93 0.00
```

## Properties
lowest unoccupied orbital energy (spin up / spin down) = 3.90 / 3.89 eV
spin multiplicity = 4
total charge = -2
HOMO energy (spin up / spin down) = -0.134 / -0.083 Eh

Here is a cluster of 14 separate species, C6H42N2O13 in total at a distorted geometry from the Open Molecules 2025 dataset. Energies are from the ωB97M-V functional and the def2-TZVPD basis.

Structure (XYZ):
```
63
Properties=species:S:1:pos:R:3:nbo_charge:R:1
O 3.33 -0.52 2.53 -1.01
O 0.94 -4.82 -0.30 -0.98
O 1.17 -0.18 -4.29 -0.97
O 4.17 1.44 0.96 -0.95
O 2.98 0.52 -1.31 -1.01
O -3.29 -0.96 2.46 -0.95
O 0.77 2.63 3.44 -0.93
O 0.94 2.40 -0.33 -0.99
O -0.44 -2.10 4.55 -0.96
O 1.51 -0.14 4.35 -0.95
O -1.24 -1.33 -3.62 -0.98
O -2.51 2.19 1.99 -0.94
O 1.74 2.43 -3.48 -0.97
N -2.88 1.68 -3.27 -0.86
N -1.01 0.47 -1.05 -0.68
C -2.06 2.38 -2.30 -0.23
C 0.50 -1.90 -0.19 -0.63
C -1.90 1.63 -0.99 -0.25
C -1.63 -0.59 -0.24 -0.19
C -0.99 -1.98 -0.62 -0.24
C -1.83 -2.95 0.18 -0.62
H -1.06 -2.13 -1.69 0.24
H -2.82 -3.08 -0.27 0.21
H 1.85 2.16 -0.58 0.48
H 2.18 -0.05 -1.19 0.48
H 0.54 1.52 -0.20 0.49
H 0.57 -0.15 4.28 0.50
H 1.06 -2.21 -1.05 0.20
H 0.83 2.18 2.59 0.46
H -0.88 0.21 -2.03 0.38
H 0.88 1.88 4.03 0.47
H -2.71 -0.65 -0.44 0.18
H 2.62 -0.63 3.20 0.51
H 3.45 0.71 -0.47 0.51
H 1.72 2.11 -2.56 0.50
H 4.35 0.68 1.51 0.50
H -1.07 2.62 -2.73 0.20
H -2.40 0.97 -3.76 0.37
H -1.40 -1.18 -4.56 0.48
H -2.67 -0.23 2.40 0.48
H -2.82 1.61 -0.42 0.19
H -1.34 2.33 -0.34 0.16
H -1.46 -3.97 0.33 0.20
H -2.40 3.40 -2.08 0.19
H -1.47 -0.35 0.82 0.16
H 1.28 3.29 -3.45 0.48
H -1.32 -1.98 4.13 0.48
H -2.10 -2.70 1.20 0.22
H -0.31 -1.03 -3.54 0.50
H 1.41 0.68 -4.68 0.51
H -2.78 3.07 2.06 0.47
H 3.84 -1.32 2.38 0.48
H -1.96 2.27 1.24 0.47
H 2.03 -0.40 -3.96 0.48
H 1.78 -4.71 -0.72 0.49
H -3.81 1.44 -2.93 0.36
H -0.37 -3.02 4.24 0.48
H 0.29 -5.48 -0.58 0.50
H -4.01 -0.63 2.96 0.47
H 0.82 -0.96 0.19 0.19
H 3.37 1.70 1.41 0.48
H 0.78 -2.63 0.55 0.23
H 1.69 -0.66 5.14 0.50
```

## Properties
lowest unoccupied orbital energy = 0.05 eV
spin multiplicity = 1
HOMO energy = -0.320 Eh
energy above the lowest of the compared OMol25 structures with the same formula, charge and spin = 314.8 kJ/mol

Here is a cluster of 15 separate species, C6H42NO19S in total at a distorted geometry from the Open Molecules 2025 dataset. Energies are from the ωB97M-V functional and the def2-TZVPD basis.

Structure (XYZ):
```
69
Properties=species:S:1:pos:R:3:nbo_charge:R:1
S -1.57 0.16 -0.45 2.74
O -0.57 0.52 0.58 -1.11
O -3.35 3.24 0.36 -0.98
O -0.25 -1.07 2.83 -0.97
O 3.88 -1.08 3.39 -0.55
O -3.71 -0.03 2.40 -0.95
O -0.92 -0.52 -1.58 -1.10
O 0.69 2.62 1.68 -0.93
O -5.15 -0.96 0.05 -0.95
O -1.98 3.05 2.69 -0.97
O 3.73 0.92 -2.47 -0.51
O -2.01 -3.16 1.01 -0.97
O -3.97 1.90 -2.77 -0.97
O -1.96 -2.40 -2.89 -1.01
O -0.53 3.40 -0.91 -0.99
O 0.40 -0.14 -3.75 -0.98
O -4.67 -2.70 -2.02 -0.98
O 0.98 -2.60 -1.19 -0.99
O -2.28 1.30 -0.89 -1.08
O -2.55 -0.70 0.17 -1.09
N 1.81 -0.58 0.37 -0.59
C 2.65 -1.31 1.30 -0.24
C 2.37 0.44 -0.57 -0.24
C 3.96 -0.29 4.63 -0.27
C 3.20 -0.32 2.41 -0.06
C 3.48 -0.04 -1.43 -0.09
C 4.84 0.54 -3.22 -0.24
H -4.18 -0.82 0.15 0.49
H -0.22 -0.42 -2.97 0.49
H -1.68 -2.87 1.81 0.46
H -3.34 1.81 -2.03 0.49
H -4.45 0.34 2.42 0.45
H 1.52 -1.39 -0.19 0.47
H 3.14 -0.92 -1.97 0.19
H -5.36 -0.07 -0.44 0.47
H -2.85 3.96 -0.07 0.49
H 0.31 -1.93 -1.35 0.51
H -3.16 2.39 0.04 0.49
H 0.25 3.12 -1.28 0.46
H 0.88 3.11 0.98 0.46
H 4.75 1.04 -4.17 0.19
H 5.95 0.57 -2.89 0.16
H 2.91 -0.23 4.98 0.19
H -3.42 -0.28 1.50 0.47
H 0.69 -3.49 -1.05 0.51
H -0.34 -0.66 3.67 0.48
H -4.80 -1.93 -1.37 0.48
H -3.96 1.02 -3.06 0.45
H 2.44 0.08 2.91 0.18
H 0.48 -1.11 -4.06 0.45
H -0.57 -0.57 2.16 0.49
H -1.97 -2.26 -3.83 0.47
H 0.15 2.06 1.31 0.47
H 4.31 -0.40 -0.77 0.17
H -1.09 2.76 2.41 0.46
H -3.84 -2.71 -2.23 0.46
H 3.48 -1.93 0.86 0.21
H -2.45 3.00 1.92 0.48
H 4.61 -0.29 -3.58 0.16
H -1.60 -1.58 -2.41 0.49
H 2.16 -2.01 1.86 0.24
H 3.76 0.47 1.97 0.16
H 4.54 0.70 4.53 0.18
H 1.62 0.86 -1.23 0.25
H -2.29 -2.35 0.58 0.49
H -1.21 2.67 -0.99 0.50
H 4.66 -0.96 5.19 0.20
H 0.90 -0.22 0.91 0.51
H 2.74 1.21 0.04 0.21
```

## Properties
lowest unoccupied orbital energy = 2.08 eV
spin multiplicity = 1
total charge = -1
HOMO energy = -0.268 Eh
energy above the lowest of the compared OMol25 structures with the same formula, charge and spin = 16.0 kJ/mol

Here is a cluster of 15 separate species, C6H43NO14 in total at a distorted geometry from the Open Molecules 2025 dataset. Energies are from the ωB97M-V functional and the def2-TZVPD basis.

Structure (XYZ):
```
64
Properties=species:S:1:pos:R:3:nbo_charge:R:1
O 0.37 4.03 1.47 -0.99
O -2.98 -2.43 1.67 -1.00
O 1.12 2.71 3.64 -0.96
O -1.43 -4.13 0.41 -0.96
O -0.15 -3.15 -2.14 -1.02
O -0.72 -2.24 3.30 -0.96
O 1.95 -2.10 -3.37 -1.01
O 0.98 3.01 -2.91 -1.00
O -3.03 -1.70 -0.96 -1.00
O 3.26 1.10 -0.97 -0.97
O 0.76 0.39 -3.38 -0.97
O 2.18 3.55 -0.58 -1.03
O -1.46 -1.15 -3.14 -1.01
O 3.41 2.71 1.66 -1.01
N 1.72 -1.47 1.86 -0.88
C -1.66 1.22 -0.25 -0.41
C 1.03 -1.51 0.55 -0.21
C -3.04 0.46 1.86 -0.62
C -2.72 1.60 0.86 -0.39
C -0.34 0.64 0.32 -0.43
C -0.31 -0.89 0.56 -0.47
H -3.64 1.79 0.27 0.20
H 1.01 0.09 -2.48 0.50
H 0.48 1.03 -0.29 0.21
H 1.25 -2.64 -2.89 0.50
H -1.03 -3.15 3.32 0.46
H -1.49 -3.72 -0.47 0.51
H -1.46 2.14 -0.83 0.21
H -2.27 -3.06 1.35 0.50
H -0.67 -2.43 -2.64 0.52
H 0.90 2.01 -3.09 0.51
H -3.49 -0.46 1.31 0.21
H -2.50 2.52 1.36 0.19
H 1.62 -1.13 -0.32 0.19
H 0.76 1.81 3.77 0.47
H 0.83 -2.63 0.29 0.17
H 2.41 -2.24 1.88 0.36
H -0.53 -4.48 0.43 0.48
H -0.22 -3.99 -2.59 0.48
H 1.99 3.28 -1.51 0.53
H -0.99 -1.17 1.39 0.25
H -0.28 3.56 1.99 0.51
H 0.00 1.14 1.27 0.20
H -0.88 -1.43 -0.28 0.21
H 1.33 3.96 -0.26 0.51
H 0.15 -2.34 2.88 0.50
H 1.29 -0.31 -3.84 0.53
H 0.79 3.47 -3.73 0.48
H -0.75 -0.43 -3.18 0.51
H 1.07 4.51 1.91 0.49
H -2.00 -1.10 -2.29 0.52
H -2.16 0.03 2.37 0.20
H 1.98 2.45 3.29 0.49
H 4.21 1.02 -0.81 0.47
H -3.13 -1.72 0.03 0.52
H 4.05 3.38 1.92 0.48
H -2.53 -2.04 2.43 0.50
H 2.76 3.00 1.00 0.51
H 2.19 -0.59 1.98 0.37
H -3.71 0.86 2.62 0.21
H 2.77 -2.46 -3.03 0.48
H -2.13 0.54 -1.01 0.21
H 3.09 1.92 -0.47 0.49
H -3.85 -2.10 -1.25 0.48
```

## Properties
lowest unoccupied orbital energy = 0.10 eV
spin multiplicity = 1
HOMO energy = -0.361 Eh
energy above the lowest of the compared OMol25 structures with the same formula, charge and spin = 187.4 kJ/mol

Here is a structure of composition C6H4BBr2F24O10P4V2 at a distorted geometry from the Open Molecules 2025 dataset. Energies are from the ωB97M-V functional and the def2-TZVPD basis.

Structure (XYZ):
```
53
Properties=species:S:1:pos:R:3:mulliken_spin:R:1
Br -24.86 -13.86 10.99 0.00
Br -20.27 -14.30 11.09 0.00
V -17.79 -13.69 14.31 1.22
V -21.58 -11.31 17.86 1.17
P -20.74 -9.12 19.62 0.00
P -14.89 -14.20 15.33 0.00
P -19.04 -16.54 15.33 0.00
P -19.97 -12.06 15.19 0.01
F -20.82 -11.54 14.00 0.00
F -19.57 -17.22 16.65 0.00
F -21.73 -9.12 18.26 0.01
F -17.55 -17.01 15.72 0.00
F -18.42 -15.74 13.99 0.00
F -18.77 -12.69 16.14 0.00
F -21.73 -8.14 20.36 0.00
F -19.93 -7.88 19.09 0.00
F -19.87 -10.08 18.57 0.00
F -20.23 -10.76 16.10 0.00
F -19.81 -13.49 14.31 0.00
F -13.94 -13.58 14.23 0.00
F -15.81 -14.91 14.13 0.01
F -18.61 -11.58 14.38 0.00
F -19.15 -17.90 14.50 0.00
F -15.95 -12.90 15.20 0.02
F -20.50 -16.04 14.94 0.00
F -19.77 -9.37 20.81 0.00
F -21.18 -12.75 15.97 0.01
F -14.02 -15.53 15.46 0.00
F -16.01 -14.75 16.38 0.00
F -14.12 -13.52 16.53 0.00
F -18.66 -15.11 16.05 0.00
F -21.68 -10.40 20.07 0.00
O -14.17 -11.91 19.97 0.00
O -20.52 -13.04 18.56 0.00
O -16.20 -12.71 19.40 0.00
O -23.09 -11.51 17.66 -0.21
O -18.68 -12.32 19.52 0.00
O -17.22 -12.37 21.48 0.00
O -17.79 -14.35 20.25 0.00
O -15.49 -11.46 22.55 0.00
O -19.39 -15.67 19.36 0.00
O -17.55 -13.44 12.79 -0.27
C -23.07 -14.69 11.04 0.00
C -22.05 -13.59 11.28 0.00
C -18.89 -14.62 19.59 0.00
C -15.30 -12.14 20.20 0.00
C -15.97 -11.96 21.58 0.00
C -19.42 -13.26 19.08 0.00
B -17.44 -12.90 20.13 0.00
H -22.16 -13.28 12.32 0.00
H -22.23 -12.72 10.67 0.00
H -23.15 -15.39 11.87 0.00
H -22.92 -15.21 10.10 0.00
```

## Properties
lowest unoccupied orbital energy (spin up / spin down) = -1.80 / -1.25 eV
spin multiplicity = 3
total charge = -1
HOMO energy (spin up / spin down) = -0.286 / -0.286 Eh
energy above the lowest of the compared OMol25 structures with the same formula, charge and spin = 0.0 kJ/mol

Here is a cluster of 2 separate species, C6H4BrFIN2O2 in total at a distorted geometry from the Open Molecules 2025 dataset. Energies are from the ωB97M-V functional and the def2-TZVPD basis.

Structure (XYZ):
```
17
Properties=species:S:1:pos:R:3:nbo_charge:R:1
I 5.49 -0.64 -0.62 0.19
Br 0.10 3.62 0.22 -0.01
F 0.93 2.52 -2.13 -0.36
O 3.50 -0.66 3.21 -0.73
O 4.82 1.10 2.54 -0.72
N 2.09 1.65 -0.35 -0.28
N 2.15 1.33 0.97 -0.28
C 3.80 0.33 -0.15 -0.28
C 3.07 1.04 -1.04 -0.08
C 3.91 0.26 2.49 0.76
C 3.20 0.55 1.12 0.08
C -1.64 -0.55 0.72 -0.52
C 0.86 2.12 -0.81 0.49
H 3.28 1.23 -2.04 0.22
H -0.55 -0.76 0.87 0.20
H -2.30 -0.50 -0.18 0.17
H -2.25 -0.75 1.60 0.15
```

## Properties
lowest unoccupied orbital energy (spin up / spin down) = 2.49 / 1.68 eV
spin multiplicity = 1
total charge = -1
HOMO energy (spin up / spin down) = -0.179 / -0.184 Eh

Here is a structure of composition C6H4Cl2CrN2O3Y at a distorted geometry from the Open Molecules 2025 dataset. Energies are from the ωB97M-V functional and the def2-TZVPD basis.

Structure (XYZ):
```
19
Properties=species:S:1:pos:R:3:mulliken_spin:R:1
Y 0.26 -1.21 -0.40 0.00
Cr -3.80 0.02 -0.19 3.30
Cl -2.27 -0.58 1.47 -0.17
Cl -1.40 -0.02 -1.91 -0.04
O -4.92 0.41 -3.10 0.07
O 1.48 -2.37 -3.42 0.00
O -5.99 0.00 1.99 0.09
N 1.73 0.24 0.17 0.00
N 3.66 1.06 0.82 0.00
C -5.23 0.01 1.11 -0.15
C 2.86 0.84 -0.25 0.00
C 1.87 -0.01 1.56 0.00
C -4.61 0.28 -1.98 -0.10
C 1.13 -2.01 -2.38 0.00
C 3.05 0.53 1.96 0.00
H 3.04 1.19 -1.26 0.00
H 1.06 -0.45 2.13 0.00
H 4.56 1.53 0.76 0.00
H 3.50 0.57 2.93 0.00
```

## Properties
lowest unoccupied orbital energy (spin up / spin down) = -20.26 / -18.27 eV
spin multiplicity = 4
total charge = +4
HOMO energy (spin up / spin down) = -0.839 / -0.839 Eh